The following is a DFT calculation (ωB97M-V with the def2-TZVPD basis set) of C3H6OS2 in the gas phase.

```
12
Properties=species:S:1:pos:R:3:forces:R:3
C 1.56124 1.50844 -1.39240 1.1 -4.1 -1.4
S -0.01409 0.68235 -1.87537 0.3 0.5 0.5
C -0.22761 -0.09688 -0.28951 0.8 2.3 -1.4
O 0.54344 0.23877 0.56671 0.0 -0.8 1.5
S -1.60867 -1.04263 -0.15715 -0.9 -0.6 -0.6
C -1.44071 -1.38339 1.54812 -0.5 -2.5 1.1
H 1.87261 1.71101 -2.47451 0.6 0.0 1.8
H 2.12041 0.53917 -0.77312 -1.0 3.3 -2.2
H 1.54784 2.36283 -0.75860 -0.5 0.6 0.3
H -2.20653 -2.24547 1.61106 1.4 1.1 0.7
H -0.38181 -1.70583 1.80910 -1.5 0.3 -0.3
H -1.76612 -0.56839 2.18565 0.1 0.1 0.0
```
Positions in Å, forces in eV/Å.

**E_tot**: -989.48148 Eh
**Energy above the lowest of the compared OMol25 structures with the same formula, charge and spin**: 1.280 eV
**SMILES**: CSC(=O)SC